No. 1
A structure of composition C21H13F7NO2Sr at a distorted geometry, computed with ωB97M-V with the def2-TZVPD basis set.

Structure (XYZ):
```
45
Properties=species:S:1:pos:R:3:forces:R:3
H -0.908635 -4.800715 -1.140811 -0.01 0.01 -0.01
C -0.020115 4.532094 0.812771 -0.05 0.01 0.00
F 3.301814 5.060933 2.042683 -0.01 -0.02 -0.01
C 1.204626 2.457413 0.536327 -0.07 0.67 0.32
F 0.629654 -0.759992 -3.965324 0.10 0.02 -0.01
H 3.254788 2.626558 1.242521 0.00 -0.01 0.00
C -2.445920 3.139310 -0.377552 0.03 -0.01 0.01
H 0.754615 -5.282042 -0.822933 0.01 0.00 0.00
C -0.074773 -2.357627 3.379126 -0.01 -0.03 0.00
C 1.062414 5.180974 1.364963 0.01 0.00 0.01
C 0.003149 3.200751 0.394183 -0.07 -0.07 -0.04
H -1.074207 -5.603990 3.422462 0.00 0.00 0.01
C 0.037461 -3.317066 1.138798 -0.02 -0.09 -0.08
C 0.235626 -2.176030 1.992732 0.03 0.03 -0.07
C 2.033028 0.740812 -2.795929 0.22 -0.07 -0.61
H -1.849513 -0.444866 -1.431805 0.02 -0.01 0.01
F -1.143827 5.310283 0.707177 0.04 0.03 0.01
C -1.194152 2.528210 -0.202495 0.02 -0.02 -0.01
C -0.714670 -4.664800 3.024609 0.02 0.05 0.01
F 3.340046 1.246119 -2.978726 -0.03 -0.04 0.04
H -0.573694 -5.382331 1.041008 0.00 -0.01 0.00
C 0.309313 -3.236347 -0.285323 -0.02 0.01 0.14
H -4.453497 2.917123 -1.064564 0.00 0.00 0.00
H 0.068294 -1.498400 4.021967 0.00 0.00 0.01
C 0.126619 -4.457260 -1.161828 0.00 -0.03 -0.01
H -2.596316 4.160351 -0.079720 -0.02 -0.01 0.00
H 0.398979 -4.183564 -2.177685 0.00 -0.01 0.00
F 2.194140 0.133175 -5.170026 -0.02 -0.01 0.04
H 0.996826 6.213889 1.672649 0.00 0.00 0.00
F 2.704963 -1.351183 -3.679717 -0.05 0.07 -0.04
C -3.492489 2.433405 -0.935191 -0.06 0.02 -0.01
C -2.056933 0.579263 -1.132672 0.09 0.02 0.02
C 1.901617 -0.285173 -3.915375 -0.02 -0.03 0.06
H -0.752029 -3.638126 4.924677 0.00 0.00 0.00
Sr 1.129197 0.045579 -0.350965 1.00 0.99 -0.66
C -0.430870 -4.529721 1.692347 0.01 0.03 0.01
O 0.660671 -1.052947 1.574092 -0.24 -0.73 1.13
H -4.103013 0.533067 -1.774839 0.00 0.00 0.00
C -0.528953 -3.548463 3.866975 -0.01 -0.04 0.01
N -1.039697 1.245560 -0.590852 -0.54 0.39 -0.01
C -3.311249 1.118163 -1.328963 -0.01 0.00 -0.01
C 2.299240 3.125692 1.101627 -0.04 -0.02 -0.03
C 2.218931 4.441478 1.497276 0.02 0.05 0.02
F 1.210139 1.799628 -3.247372 -0.02 -0.02 0.06
O 0.688403 -2.199186 -0.840298 -0.31 -1.14 -0.29
```
Forces are in eV/Å.

Computed properties:
charge = -1
energy above the lowest of the compared OMol25 structures with the same formula, charge and spin = 21.0 kJ/mol
orbital gap = 7.35 eV
highest occupied orbital energy = -4.80 eV
LUMO energy = 2.553 eV

No. 2
A cluster of 5 separate species, C41H81BN3O15 in total at a distorted geometry, computed with ωB97M-V with the def2-TZVPD basis set.

Structure (XYZ):
```
141
Properties=species:S:1:pos:R:3:forces:R:3
H 2.571969 1.114953 -4.556928 -2.02 -0.89 1.28
C 0.639125 2.785730 0.750785 0.75 -1.77 6.51
H 3.627567 -2.839993 5.495678 -0.03 -0.08 0.12
H -0.144896 0.715445 7.534469 0.06 -0.06 0.15
H 0.629173 0.122372 -5.973623 -0.67 0.79 2.11
H 2.394412 -3.939561 -5.561877 0.35 1.05 1.99
O 2.548315 -1.783976 8.119403 -0.63 -0.28 0.13
C 3.522242 -4.142730 -3.472344 -1.46 0.96 -0.42
C -1.004276 -0.001417 -4.238610 0.72 0.17 -1.96
H -0.998206 2.027471 8.327566 0.09 -0.09 0.16
H -0.326706 -0.647718 9.717836 -0.07 0.04 -0.19
H 3.034498 -0.681063 -2.633871 -1.72 -0.46 -1.79
H -2.339497 -2.629296 0.321840 0.70 1.42 -2.01
O 3.328411 3.493523 -3.413953 1.73 -0.09 -0.67
H -1.166949 0.718307 10.426885 -0.25 -0.21 -0.24
C -8.533244 -0.260531 -4.655248 -0.46 0.62 0.08
O -8.278136 -3.743439 -3.939818 -3.31 3.71 6.90
H 8.459198 2.418266 -4.512742 -0.15 -0.02 0.02
C 3.825857 -1.335183 8.605429 0.26 0.16 -0.09
H -2.608326 0.920667 0.124764 2.00 0.65 -1.63
O -1.138829 -1.779022 -6.255873 1.22 -0.99 2.92
O -3.554907 -1.630902 7.810500 1.65 0.94 0.78
C 1.242909 4.374823 5.699219 0.01 -0.29 -0.18
H 3.633051 -0.818861 9.553434 -0.24 -0.23 -0.25
C 4.465956 -0.361490 7.634865 0.00 0.07 -0.25
H 3.502040 4.761892 4.642560 -0.07 -0.20 0.01
C -2.742508 -1.163045 -1.583813 -0.46 0.18 0.52
H -2.464903 0.464991 -6.019555 0.78 0.44 2.21
H 3.835157 -3.313034 -2.690478 -0.36 -1.82 -1.61
C 2.772978 -1.788925 -4.720003 -0.39 0.67 0.30
H 1.685806 3.374964 -1.256480 0.52 -1.48 2.02
H -4.237770 1.091349 -2.056895 2.24 0.15 -1.61
H -7.405017 1.226614 -6.024821 0.07 -0.45 2.29
B -1.097461 -1.559185 -4.768201 0.16 -2.45 -1.25
H 2.029167 1.595880 -0.617360 -0.10 2.19 0.74
C -0.974143 0.201985 9.478881 0.14 0.04 -0.16
C 3.440640 4.565551 6.817682 0.77 -0.05 1.42
H 0.228870 4.582780 6.061092 0.36 0.03 0.19
H 5.613589 4.118661 -1.914442 -0.05 0.07 -0.11
H 2.257387 2.745630 4.675209 -0.13 0.11 -0.09
H -7.353039 -4.339294 -1.406171 -2.54 1.03 -0.47
H 3.932547 -1.530206 -4.785628 -2.51 -0.80 -0.24
H -6.198263 0.835698 -2.997086 0.37 -0.39 -2.18
C -1.801228 -2.024758 -0.545809 3.52 -0.93 0.47
H 4.809670 5.495226 -2.722164 -0.02 -0.34 0.15
N -1.144712 -2.805319 -3.903580 1.51 1.39 -1.92
C -3.262180 1.164588 -2.739109 -0.15 -0.51 0.99
H 4.418681 -4.523402 -4.123261 -1.59 0.59 1.72
H 3.449410 -4.390567 6.366086 -0.17 0.30 -0.16
H -3.009990 2.289053 -2.936086 -0.30 -2.27 0.41
O -0.827544 0.168140 -2.798296 -2.74 0.51 -0.79
H -0.040627 -2.698679 0.175116 -0.86 0.52 -0.52
C 2.726759 -5.310401 -2.636531 1.15 -0.98 -0.33
H 6.508643 2.501064 -6.053602 -0.33 0.10 0.25
H 1.495087 1.370036 -3.031925 0.28 -1.80 -1.88
H 4.933958 5.283703 5.494654 -0.03 -0.34 0.18
H -8.501339 -3.177391 -0.465326 -0.35 -1.44 -2.11
H 4.582258 3.537578 5.349789 -0.03 0.14 0.03
O 5.104351 2.846559 -4.613762 -0.81 0.08 -0.02
C 2.201413 -0.849655 -3.462835 -0.60 -0.08 0.36
H 6.297166 4.860379 -3.380240 0.05 -0.18 0.08
H -2.202630 3.217737 -1.125728 2.24 -1.02 0.89
C -8.545531 -0.845356 -3.123721 0.53 0.61 -0.22
H 0.127172 1.763777 -5.166373 0.67 -2.34 0.39
C -2.246318 0.817892 -4.917100 0.78 0.09 -1.14
H 4.512854 -3.161993 7.005171 -0.01 0.18 -0.08
H 1.858794 -3.626345 -1.112814 0.57 -1.79 1.44
O 2.099153 4.393062 6.855189 0.16 0.31 0.53
H -3.145927 -1.800486 -2.504191 1.28 1.02 2.02
H -1.350590 -2.853399 7.239537 -0.07 0.35 -0.15
H -0.287146 -1.624824 7.878623 -0.12 0.10 -0.17
H -0.488761 2.734390 -1.743324 -1.13 -0.42 2.02
O 1.245093 -3.168070 6.937048 1.98 0.82 0.70
H 5.416604 0.008681 8.030317 -0.15 -0.03 -0.02
N -3.543740 0.560887 -4.133298 0.09 2.08 -0.10
H 1.406416 -3.486246 -4.020732 1.98 0.28 -1.09
H 1.289915 -1.391728 -2.934796 1.91 0.99 -0.94
O -9.581420 -1.924683 -3.003198 3.15 -1.56 1.03
H 4.473294 -2.184886 8.844384 -0.10 0.04 -0.15
H -2.034683 1.989439 -4.996269 -0.71 -2.50 0.58
C -2.426765 -1.232596 8.082735 -1.29 -0.45 -0.71
C -7.491180 1.022456 -4.872165 -0.31 -0.49 0.71
C 4.141230 4.527857 5.491303 0.17 0.55 -0.49
O -0.736805 3.215184 0.425917 3.10 -2.06 -1.20
C 1.675368 0.628574 -3.938276 0.99 0.24 -0.72
C 2.373235 -2.769764 7.209284 -1.29 -0.37 -0.51
C 7.437007 2.334938 -4.131529 0.01 -0.07 0.24
H 7.405472 2.780426 -3.133272 0.07 0.05 -0.15
H -0.765752 0.511551 -0.068031 -2.06 0.87 -1.54
H 1.148415 -5.197757 -0.349099 2.00 0.87 -0.12
O 3.193682 -5.326966 -1.210777 -2.75 1.18 -0.74
H -0.637583 -2.646997 -6.452449 -1.42 2.01 0.40
C -1.680709 1.047991 -0.616367 0.63 -0.19 0.43
H -3.812585 -0.445512 -4.094057 0.61 0.75 0.09
H -0.995551 -3.683391 -4.477290 -0.30 1.39 1.12
C 1.258728 3.013260 5.031615 0.01 -0.11 0.00
C 5.375009 4.570601 -2.880886 0.13 0.68 -0.17
H -9.182600 -4.832645 -1.260398 1.36 2.16 -0.31
C 3.570196 -3.308110 6.481963 0.44 -0.55 0.19
C -8.793430 -3.178322 -2.833708 2.46 -2.59 -5.44
C 0.381156 0.619916 -4.943499 -0.03 1.20 0.39
H -1.172433 -1.302825 6.369129 -0.01 -0.08 0.10
H 0.616604 1.545850 8.903768 -0.11 -0.01 -0.02
C 2.145960 -4.585652 -0.464105 -0.39 1.32 -0.37
C 2.465936 -3.391381 -4.525342 -0.11 0.16 0.73
H 6.690320 4.054269 -5.260299 -0.08 -0.09 0.15
C 4.522237 3.619247 -3.667800 -1.02 -0.30 0.34
H -9.614405 0.189865 -4.883972 2.28 -1.35 0.50
H 2.840381 3.160973 0.255725 -2.02 -1.18 -0.99
C -0.334044 1.175678 8.508316 0.04 0.07 -0.24
O 0.857305 2.432327 2.042906 -1.55 2.45 -8.52
H 4.655104 -0.821723 6.661017 0.07 -0.03 0.15
H 7.190118 1.275098 -4.008578 0.05 0.14 -0.15
H -4.607561 2.435471 -4.505829 -0.39 -2.25 -0.48
C -1.219043 2.610707 -0.826293 -1.87 0.04 -1.19
H 2.197129 -1.432562 -5.699533 1.48 -0.70 1.96
O -2.251685 -0.246808 8.992855 -0.52 -0.13 0.27
H -7.920257 2.005186 -4.355076 0.89 -2.18 -1.14
C -6.084386 0.605213 -4.139642 -0.21 -0.08 -0.60
H -7.540254 -1.344047 -2.775020 -1.66 1.27 -0.95
C -1.229804 -1.770941 7.355414 0.24 -0.37 0.42
C 6.457138 3.000284 -5.078614 0.37 -0.03 0.08
H -8.289660 -1.138679 -5.395750 -0.48 1.78 1.43
H -5.983887 -0.573891 -4.254307 -0.02 2.38 0.15
H -8.746034 0.053148 -2.391000 -0.04 -1.94 -1.24
H 0.573055 2.993501 4.179204 0.16 0.00 0.21
H 3.003627 -6.361316 -3.080912 -0.54 2.00 0.89
N -0.428504 -2.095225 -0.583295 -5.42 0.38 -0.26
H 0.962023 2.235269 5.742972 -0.06 0.18 -0.02
H -0.448275 -2.768956 -3.127666 -1.11 -0.09 -0.42
C -4.739166 1.299415 -4.769416 -1.09 0.20 -0.14
H 1.496893 5.188269 5.012148 0.10 -0.12 0.06
H 2.509678 -4.179562 0.576837 -0.42 -1.20 -2.07
H 1.556397 -5.222598 -2.657308 2.25 0.07 -0.12
H -3.721506 -0.874096 -0.965824 2.13 -0.64 -1.22
C 1.902447 2.715076 -0.294139 -1.26 0.79 -0.38
C -2.076078 0.279944 -2.049281 -0.02 0.29 2.45
C -8.463212 -3.902990 -1.398857 0.30 0.15 0.32
O 4.079186 4.683667 7.858726 -1.44 -0.24 -1.66
H 3.801794 0.490303 7.454115 0.10 -0.08 0.17
H -4.685791 1.191106 -5.940409 -0.12 0.01 2.40
```
Forces are in eV/Å.

Computed properties:
charge = +1
orbital gap = 8.20 eV
highest occupied orbital energy = -10.68 eV
LUMO energy = -2.482 eV

No. 3
The molecule C3H6N2O2 at a distorted geometry, computed with ωB97M-V with the def2-TZVPD basis set.

Structure (XYZ):
```
13
Properties=species:S:1:pos:R:3:forces:R:3
O -1.205043 0.536234 -0.701764 -0.25 1.13 3.40
C -0.042873 0.086608 0.055283 -3.42 0.36 -1.37
O -0.470986 0.260818 1.361980 3.11 0.90 0.31
H -1.311352 -0.091688 1.513962 -2.11 -0.91 -0.06
H -0.316736 -1.941129 0.200167 -0.05 0.20 0.01
C 1.131999 1.028669 -0.194932 1.89 -2.70 -1.38
H 1.126698 -1.455328 -0.426576 -0.31 -0.43 0.10
H -1.072062 0.502094 -1.605251 0.70 -0.47 -2.84
H 1.493332 1.008783 -1.282451 -1.36 0.86 1.21
N 3.204759 -0.211866 0.716495 0.99 -0.36 0.49
C 2.318412 0.427740 0.393137 -0.18 -0.49 0.00
H 1.049420 1.909335 0.347475 -0.94 2.16 0.04
N 0.126040 -1.254295 -0.398027 1.96 -0.25 0.08
```
Forces are in eV/Å.

Computed properties:
charge = 0
energy above the lowest of the compared OMol25 structures with the same formula, charge and spin = 215.5 kJ/mol
orbital gap = 10.88 eV
structure (SMILES) = N#CCC(N)(O)O
highest occupied orbital energy = -10.28 eV
LUMO energy = 0.596 eV

No. 4
A cluster of 2 separate species, C6H9N2OS in total at a distorted geometry, computed with ωB97M-V with the def2-TZVPD basis set.

Structure (XYZ):
```
19
Properties=species:S:1:pos:R:3:forces:R:3
N 3.040949 0.318371 1.392101 -2.76 -1.55 0.18
C -4.096646 0.254427 -0.562442 -4.04 -0.56 -0.52
H -2.439097 -2.106118 1.115702 -0.55 -0.59 0.05
C -2.845029 -1.310178 0.517790 1.66 -0.20 0.69
S -2.714616 1.070526 -0.671973 2.24 0.43 0.19
N 1.686102 -0.618822 -0.127821 0.00 -1.81 1.08
H -4.992601 0.801165 -0.979718 0.87 -1.17 0.56
H 3.253669 0.450509 -1.949658 0.44 -0.19 0.61
H 2.287996 -0.032835 2.018961 1.10 0.21 -0.12
H 2.888058 1.867710 -1.174995 0.84 -0.36 1.01
C -4.100601 -1.022576 0.088450 0.65 1.89 -0.93
H 1.227500 -0.678486 -0.983212 -1.38 0.35 -1.69
H 3.747625 0.874182 1.835558 0.38 0.51 -0.65
O -0.764111 -0.013643 0.704145 2.15 -0.68 0.56
C 2.686493 0.121148 0.111122 3.10 3.53 0.97
C -1.852559 -0.284217 0.290200 -2.39 1.45 -0.85
H -4.998593 -1.577970 0.186395 -0.41 -0.53 0.19
H 4.528528 0.962779 -0.848855 0.11 0.37 0.45
C 3.456931 0.924036 -0.961756 -2.00 -1.11 -1.78
```
Forces are in eV/Å.

Computed properties:
charge = +1
energy above the lowest of the compared OMol25 structures with the same formula, charge and spin = 0.0 kJ/mol
orbital gap (spin up / spin down) = 7.58 / 4.86 eV
multiplicity = 3
highest occupied orbital energy (spin up / spin down) = -10.74 / -12.70 eV
⟨S²⟩ = 2.03
LUMO energy (spin up / spin down) = -3.163 / -7.841 eV